Below is a structure of composition C14H29Br2F3O3STa in a non-equilibrium geometry, with properties calculated with ωB97M-V/def2-TZVPD.

The geometry in ORCA input format:
```
! wB97M-V def2-TZVPD RIJCOSX def2/J DEFGRID3
* xyz -1 1
Ta -0.84 0.15 -0.38
Br -2.91 -0.28 2.57
Br -1.93 -0.45 -5.22
S -2.23 -2.08 -0.33
F -0.64 -3.27 -2.14
F -2.60 -2.74 -2.89
F -2.36 -4.35 -1.56
O -1.81 -2.94 0.74
O -3.64 -1.84 -0.37
O 0.22 1.90 -0.42
C 1.91 -0.76 1.13
C -2.30 1.81 -3.51
C 3.48 -1.70 2.88
C 1.81 3.12 -1.77
C 2.23 -1.93 2.04
C -0.71 0.01 -2.68
C -1.24 0.53 1.87
C 0.96 -1.19 -0.03
C -1.92 -3.14 -1.86
C -0.14 2.70 2.70
C 1.55 1.84 -0.97
C 1.04 -2.41 2.90
C -1.38 2.06 2.06
C -2.05 0.31 -3.36
H 1.58 0.13 1.67
H -2.75 1.98 -4.48
H 3.30 -1.02 3.71
H -0.41 3.06 3.68
H -0.04 0.80 -3.04
H 2.48 -2.75 1.38
H 0.63 -2.20 0.20
H -1.68 2.56 1.14
H 4.32 -1.42 2.26
H 3.74 -2.67 3.32
H 1.32 -2.43 3.95
H 0.87 3.59 -2.04
H -1.40 2.40 -3.46
H 2.33 2.86 -2.69
H 2.41 3.81 -1.19
H 1.72 0.98 -1.61
H 0.71 2.03 2.76
H 2.86 -0.48 0.67
H 2.23 1.87 -0.13
H -0.45 0.17 2.51
H -0.29 -0.93 -3.03
H -2.85 -0.16 -2.80
H 0.13 -1.84 2.76
H -2.43 1.09 -0.67
H -3.05 2.12 -2.79
H 0.13 3.60 2.14
H -2.21 2.22 2.73
H 1.52 -1.28 -0.96
H 0.79 -3.43 2.63
*
```

Its LUMO energy is 0.0737 hartree. The HOMO-LUMO gap comes out at 7.3 eV.

Here are the natural (NBO) charges for atoms 1 to 8, given in e: atom 1 (Ta): 2.262, atom 2 (Br): -0.034, atom 3 (Br): -0.133, atom 4 (S): 1.595, atom 5 (F): -0.321, atom 6 (F): -0.307, atom 7 (F): -0.330, atom 8 (O): -0.964


Below is a cluster of 2 separate species, C2H3Cl2N in total in a non-equilibrium geometry, with properties calculated with ωB97M-V/def2-TZVPD.

The geometry in ORCA input format:
```
! wB97M-V def2-TZVPD RIJCOSX def2/J DEFGRID3
* xyz 0 1
Cl 2.49 0.76 0.34
Cl 0.48 -2.31 0.27
N -1.71 -0.61 0.03
C 0.94 1.31 0.00
C -0.49 -0.86 0.01
H 0.05 1.36 0.67
H 0.84 1.45 -1.13
H -2.60 -1.11 -0.19
*
```

Its LUMO energy (spin up / spin down) is -0.0230 / 0.0033 hartree. The HOMO-LUMO gap (spin up / spin down) comes out at 7.6 / 8.5 eV. As for the energy above the lowest of the compared OMol25 structures with the same formula, charge and spin: 360.1 kJ/mol.

natural (NBO) charges in e: atom 1 (Cl): 0.051, atom 2 (Cl): -0.029, atom 3 (N): -0.716, atom 4 (C): -0.435, atom 5 (C): 0.274, atom 6 (H): 0.237, atom 7 (H): 0.209, atom 8 (H): 0.409


Below is a cluster of 14 separate species, C4H36N2O14 in total in a non-equilibrium geometry, with properties calculated with ωB97M-V/def2-TZVPD.

The geometry in ORCA input format:
```
! wB97M-V def2-TZVPD RIJCOSX def2/J DEFGRID3
* xyz 0 1
O -3.33 0.16 -1.19
O -1.94 -2.48 -1.78
O -2.97 2.49 0.95
O -4.35 0.06 1.42
O -2.30 -3.15 1.21
O -0.57 0.35 -1.19
O 2.48 -1.54 2.04
O -2.23 2.82 -2.66
O 0.93 -5.02 0.12
O 4.22 2.27 -0.95
O -0.55 1.41 1.46
O 0.91 0.94 4.22
O 5.18 -1.56 1.88
O -2.35 0.53 3.03
N 1.17 2.34 -1.81
N 0.93 -1.23 -0.88
C 2.23 -1.73 -1.27
C 0.62 0.09 -0.96
C 1.61 1.27 -0.98
C 1.43 2.18 -3.25
H -2.55 -3.11 -2.17
H 4.79 1.65 -1.41
H 1.64 -1.35 1.61
H -3.91 -0.36 2.18
H 0.19 -1.86 -1.16
H -3.10 -3.67 1.09
H 2.71 -1.41 -2.21
H -1.17 1.40 0.72
H 2.20 -2.81 -1.45
H 1.60 1.44 0.10
H -2.56 0.84 2.13
H -2.41 -2.74 2.08
H 1.35 -4.67 0.91
H -1.51 0.10 2.81
H -2.30 -2.03 -1.04
H 0.05 1.38 4.27
H -4.28 -0.60 0.72
H 0.16 2.42 -1.80
H -2.19 2.81 -1.69
H -0.82 2.05 2.11
H 1.41 1.70 3.91
H 2.57 0.91 -1.31
H 2.99 -1.41 -0.56
H -2.68 1.98 -2.80
H 1.09 1.27 -3.74
H -2.41 0.37 -1.43
H 0.91 3.06 -3.65
H -3.72 1.94 0.66
H -4.02 0.68 -1.58
H 4.70 -0.98 2.47
H 2.39 -0.93 2.79
H -3.39 2.79 1.77
H 4.54 -1.96 1.30
H 2.47 2.33 -3.55
H 4.05 3.06 -1.48
H 0.12 -4.52 -0.02
*
```

Its LUMO energy is -0.0049 hartree. The HOMO-LUMO gap comes out at 8.8 eV. As for the energy above the lowest of the compared OMol25 structures with the same formula, charge and spin: 431.0 kJ/mol.

Here are the natural (NBO) charges for atoms 1 to 8, given in e: atom 1 (O): -1.011, atom 2 (O): -0.968, atom 3 (O): -0.971, atom 4 (O): -0.979, atom 5 (O): -0.947, atom 6 (O): -0.746, atom 7 (O): -0.962, atom 8 (O): -0.928


Below is a structure of composition CH3N2O2S in a non-equilibrium geometry, with properties calculated with ωB97M-V/def2-TZVPD.

The geometry in ORCA input format:
```
! wB97M-V def2-TZVPD RIJCOSX def2/J DEFGRID3
* xyz -1 3
S 0.72 -1.61 -0.82
O 2.15 -1.74 -0.50
O 0.41 -1.20 -2.23
N -1.18 0.79 0.14
N -0.61 0.62 1.45
C 0.20 0.46 0.27
H -1.52 1.66 -0.17
H -1.03 -0.30 1.62
H 0.86 1.32 0.23
*
```

Its LUMO energy (spin up / spin down) is 0.1582 / 0.1250 hartree. The HOMO-LUMO gap (spin up / spin down) comes out at 4.8 / 8.2 eV. As for the energy above the lowest of the compared OMol25 structures with the same formula, charge and spin: 222.4 kJ/mol. As for the expectation value of S²: 2.01.

Here are the natural (NBO) charges for atoms 1 to 8, given in e: atom 1 (S): 1.174, atom 2 (O): -0.994, atom 3 (O): -0.987, atom 4 (N): -0.536, atom 5 (N): -0.511, atom 6 (C): 0.047, atom 7 (H): 0.337, atom 8 (H): 0.328


Below is a cluster of 5 separate species, C30H34BClF5IO2PS2 in total, with properties calculated with ωB97M-V/def2-TZVPD.

The geometry in ORCA input format:
```
! wB97M-V def2-TZVPD RIJCOSX def2/J DEFGRID3
* xyz -1 1
I -0.76 2.28 -0.39
Cl -1.03 6.02 -1.38
S 2.46 0.44 1.32
S -1.37 6.10 -3.39
P 2.10 0.51 -0.61
F 4.09 4.58 -1.95
F 0.86 -2.45 1.19
F 5.21 -1.94 0.24
F -1.10 -4.95 -0.82
F -2.56 2.82 2.82
O -1.06 7.44 -3.78
O -2.67 5.55 -3.60
C -0.54 -4.07 4.67
C 4.85 -3.23 0.16
C 3.47 3.30 -1.91
C -0.47 3.52 -3.97
C 5.47 -5.54 0.21
C 0.95 1.55 -3.04
C -3.15 4.61 4.21
C -0.17 -4.25 2.30
C -4.50 -6.13 -0.94
C -0.11 5.00 -4.01
C 0.06 -2.81 4.67
C -0.65 -4.78 3.48
C -5.16 -5.12 -0.25
C -4.43 -4.05 0.25
C 3.53 -3.55 -0.07
C -2.44 -5.00 -0.62
C -2.75 4.96 1.85
C -3.03 6.30 2.02
C 5.83 -4.20 0.31
C -3.42 5.96 4.36
C 0.77 2.62 -4.13
C -3.36 6.81 3.27
C 2.09 3.38 -1.32
C 0.54 -2.26 3.49
C 4.15 -5.89 -0.03
C 0.41 -2.99 2.33
C 3.19 -4.90 -0.17
C -2.82 4.13 2.96
C -3.13 -6.08 -1.13
C -3.06 -3.97 0.07
B 1.22 2.03 -1.51
H 2.15 -5.16 -0.36
H 2.17 3.62 -0.25
H -2.59 -6.85 -1.66
H 2.79 -2.77 -0.17
H -1.01 3.29 -3.05
H 3.29 0.32 -1.36
H 0.80 5.24 -3.45
H 4.13 2.66 -1.31
H 6.85 -3.90 0.49
H 0.99 -1.28 3.44
H 0.08 0.88 -3.07
H -4.93 -3.25 0.78
H -3.57 7.87 3.38
H -5.06 -6.97 -1.33
H 3.87 -6.93 -0.10
H -6.23 -5.16 -0.10
H 1.80 0.92 -3.36
H 1.67 3.24 -4.17
H -2.47 -3.15 0.46
H -1.17 3.33 -4.79
H -0.92 -4.48 5.59
H -3.18 3.92 5.05
H 3.48 2.94 -2.94
H 0.14 -2.25 5.59
H -1.12 -5.75 3.48
H 1.55 4.22 -1.78
H -2.47 4.55 0.89
H -3.68 6.35 5.34
H 1.40 -0.62 -1.09
H -2.97 6.96 1.16
H -0.24 -4.78 1.36
H 0.01 5.39 -5.03
H 6.23 -6.30 0.32
H 0.71 2.12 -5.10
*
```

Its LUMO energy is 0.0849 hartree. The HOMO-LUMO gap comes out at 7.3 eV.

Here are the Löwdin charges for atoms 1 to 8, given in e: atom 1 (I): 0.741, atom 2 (Cl): 0.401, atom 3 (S): 0.032, atom 4 (S): 0.336, atom 5 (P): 0.283, atom 6 (F): -0.097, atom 7 (F): 0.026, atom 8 (F): 0.053


Below is a structure of composition C27H30IN7O2S2V, with properties calculated with ωB97M-V/def2-TZVPD.

The geometry in ORCA input format:
```
! wB97M-V def2-TZVPD RIJCOSX def2/J DEFGRID3
* xyz 0 4
I -5.38 3.73 -2.14
V -0.75 0.54 0.04
S -2.84 -1.31 -2.70
S 1.06 0.63 1.73
O 0.67 -0.18 -1.19
O -2.14 1.37 1.30
N -1.36 -1.31 0.82
N -1.64 1.72 -1.63
N -1.79 -2.77 2.39
N 2.82 -0.09 -0.30
N -4.23 -1.30 -0.44
N 3.65 0.20 1.77
N -5.11 -0.07 -2.16
C -4.12 -0.87 -1.72
C -1.65 2.42 -3.91
C -3.64 0.11 4.95
C 2.48 -0.60 -2.61
C -2.58 0.92 2.44
C -0.91 -2.55 0.41
C -3.49 2.93 -2.49
C -2.83 2.29 -1.45
C -3.74 1.44 4.53
C 2.09 -1.30 -4.88
C 3.45 -1.22 -5.15
C 4.98 -0.07 1.21
C 1.61 -0.99 -3.62
C 1.92 -0.26 -1.25
C 3.79 1.91 3.55
C -3.23 1.83 3.32
C 3.84 -0.52 -2.88
C 2.55 0.22 0.99
C -3.03 -0.79 4.12
C 4.32 -0.83 -4.14
C 3.61 0.44 3.21
C -1.88 -1.46 2.04
C -2.49 -0.43 2.87
C 5.27 -1.56 1.09
C -1.06 1.78 -2.84
C -2.90 3.00 -3.74
C -1.17 -3.46 1.37
H -4.03 -0.20 5.91
H 4.56 -2.02 0.40
H -3.40 3.50 -4.56
H 4.73 2.29 3.15
H -4.21 2.18 5.17
H 5.39 -0.76 -4.34
H -0.45 -2.67 -0.56
H 3.80 2.05 4.64
H -4.79 -0.76 0.21
H 4.51 -0.23 -2.08
H 0.55 -1.06 -3.40
H 1.40 -1.62 -5.66
H 6.28 -1.73 0.71
H 2.97 2.49 3.14
H -5.96 0.05 -1.63
H -0.11 1.28 -2.93
H -2.96 -1.82 4.45
H -0.99 -4.52 1.42
H -3.40 -1.71 -0.05
H -1.15 2.45 -4.87
H 4.41 -0.16 3.65
H 5.70 0.40 1.88
H 3.83 -1.46 -6.13
H -3.29 2.86 2.99
H -5.11 0.17 -3.13
H -2.09 -3.16 3.26
H -3.24 2.22 -0.45
H 5.18 -2.06 2.06
H 5.06 0.41 0.24
H 2.67 0.07 3.60
*
```

Its LUMO energy (spin up / spin down) is 0.0091 / 0.0092 hartree. The HOMO-LUMO gap (spin up / spin down) comes out at 6.6 / 7.6 eV. As for the energy above the lowest of the compared OMol25 structures with the same formula, charge and spin: 66.7 kJ/mol. As for the expectation value of S²: 3.76.

Here are the natural (NBO) charges for atoms 1 to 8, given in e: atom 1 (I): 0.164, atom 2 (V): 1.189, atom 3 (S): -0.283, atom 4 (S): -0.272, atom 5 (O): -0.748, atom 6 (O): -0.821, atom 7 (N): -0.571, atom 8 (N): -0.508


no.,total energy (Ha)
1,-6679.32353
2,-1052.98584
3,-1336.82771
4,-697.91623
5,-3733.97103
6,-3618.89746